1.
Here is 4 unconnected molecules or ions with the total composition C8H16Cl8 at a distorted geometry from OMol25. Energies are from ωB97M-V/def2-TZVPD.

The geometry in XYZ format:
```
32
Properties=species:S:1:pos:R:3
Cl 0.79 2.98 1.33
C 1.33 3.01 -0.38
C 0.78 4.21 -1.17
Cl 1.41 5.75 -0.57
H 1.03 2.06 -0.78
H 2.41 3.03 -0.39
H -0.32 4.27 -0.95
H 1.03 4.12 -2.22
Cl -0.76 0.55 -4.80
C -0.78 2.30 -5.18
C -1.43 3.06 -4.11
Cl -1.37 4.84 -4.19
H -1.42 2.34 -6.07
H 0.18 2.61 -5.51
H -1.02 2.82 -3.10
H -2.45 2.80 -4.09
Cl -1.24 -5.47 6.22
C -0.76 -4.76 4.66
C 0.72 -5.12 4.45
Cl 1.49 -4.11 3.17
H -0.94 -3.66 4.70
H -1.41 -5.12 3.90
H 0.83 -6.10 3.97
H 1.34 -4.81 5.32
Cl -0.21 -0.94 -1.40
C 0.57 -1.11 0.21
C -0.22 -1.87 1.26
Cl -1.84 -1.12 1.65
H 0.73 -0.21 0.72
H 1.60 -1.52 0.03
H 0.40 -1.87 2.21
H -0.47 -2.94 1.10
```

relative energy (zero: lowest compared OMol25 entry of this formula, charge and spin)	102.9	kJ/mol
spin multiplicity	1
energy	-108734.997	eV
orbital gap	11.3	eV
SMILES string	ClCCCl.ClCCCl.ClCCCl.ClCCCl

2.
Here is 2 unconnected molecules or ions with the total composition C2H8S3 at a distorted geometry from OMol25. Energies are from ωB97M-V/def2-TZVPD.

The geometry in XYZ format:
```
13
Properties=species:S:1:pos:R:3
S -2.78 -1.85 0.22
S -2.83 0.24 0.89
H -1.49 -1.91 -0.13
H -2.92 0.59 -0.40
C 1.06 0.84 0.87
C 1.49 0.29 -0.49
S 0.94 -1.43 -0.91
H 0.16 0.37 1.27
H 0.84 1.91 0.77
H 1.88 0.71 1.58
H 1.14 0.99 -1.27
H 2.57 0.30 -0.62
H -0.07 -1.05 -1.77
```

relative energy (zero: lowest compared OMol25 entry of this formula, charge and spin)	47.3	kJ/mol
net charge	-1
spin multiplicity	2
energy	-34708.938	eV
orbital gap (alpha / beta)	3.3 / 7.1	eV

3.
Here is a molecular structure, C33H33BrCl2GdIN2O3S6 at a distorted geometry from OMol25. Energies are from ωB97M-V/def2-TZVPD.

The geometry in XYZ format:
```
82
Properties=species:S:1:pos:R:3
Gd -1.97 1.40 0.71
Cl -2.57 2.93 3.02
C -1.25 3.72 3.81
C -1.52 4.82 4.59
C -0.50 5.41 5.34
C 0.77 4.86 5.30
C 1.03 3.78 4.48
Cl 2.63 3.13 4.46
C 0.05 3.18 3.66
S 0.41 1.90 2.59
H -2.52 5.22 4.62
H -0.71 6.26 5.96
H 1.57 5.27 5.90
S -4.32 0.13 2.11
S -5.97 0.92 1.31
S -5.65 2.99 1.00
S -4.06 3.21 -0.22
C 4.22 -4.50 0.47
C 3.32 -3.92 1.57
C 4.19 -3.09 2.52
C 2.70 -5.10 2.33
C 2.23 -3.00 1.04
C 1.27 -2.51 1.92
C 0.36 -1.58 1.50
Br -1.08 -1.04 2.69
C 0.35 -0.99 0.22
O -0.42 0.00 -0.04
C 1.24 -1.60 -0.71
C 2.14 -2.56 -0.28
C 1.17 -1.18 -2.18
C -0.27 -1.33 -2.69
C 2.07 -2.02 -3.10
C 1.59 0.29 -2.28
H 5.01 -5.09 0.93
H 4.69 -3.70 -0.10
H 3.65 -5.14 -0.20
H 4.97 -3.70 2.97
H 3.59 -2.65 3.32
H 4.66 -2.27 1.97
H 3.47 -5.77 2.70
H 2.04 -5.66 1.67
H 2.11 -4.77 3.18
H 1.24 -2.85 2.95
H 2.82 -2.98 -1.00
H -0.60 -2.36 -2.60
H -0.33 -1.03 -3.74
H -0.93 -0.68 -2.11
H 1.77 -3.07 -3.07
H 3.12 -1.94 -2.85
H 1.94 -1.66 -4.13
H 0.90 0.91 -1.72
H 1.58 0.63 -3.32
H 2.60 0.43 -1.88
I 3.76 6.87 -3.36
C 2.28 5.60 -2.52
C 1.02 5.59 -3.07
C 0.05 4.77 -2.51
C 0.35 4.00 -1.39
C 1.63 4.04 -0.84
C 2.61 4.83 -1.42
C -0.72 3.15 -0.74
O -0.97 3.39 0.46
O -1.29 2.27 -1.42
H 0.79 6.20 -3.93
H -0.94 4.73 -2.92
H 1.85 3.45 0.03
H 3.61 4.84 -1.00
N -4.38 -4.71 -2.99
C -4.97 -3.47 -3.02
S -6.30 -3.28 -4.01
C -4.46 -2.44 -2.17
C -3.44 -2.67 -1.22
C -2.96 -1.62 -0.48
N -3.35 -0.35 -0.62
C -4.35 -0.13 -1.49
C -4.92 -1.11 -2.26
H -4.67 -5.34 -3.71
H -3.41 -4.77 -2.71
H -3.05 -3.66 -1.05
H -2.20 -1.81 0.27
H -4.69 0.90 -1.57
H -5.71 -0.89 -2.95
```

relative energy (zero: lowest compared OMol25 entry of this formula, charge and spin)	0.0	kJ/mol
net charge	-2
spin multiplicity	8
energy	-232921.676	eV
orbital gap (alpha / beta)	4.7 / 4.6	eV

4.
Here is a single C6H13N molecule at a distorted geometry from OMol25. Energies are from ωB97M-V/def2-TZVPD.

The geometry in XYZ format:
```
20
Properties=species:S:1:pos:R:3
C -0.79 -1.69 -1.20
C -0.10 -0.91 -0.11
N 1.06 -0.20 -0.52
C 2.23 -0.32 0.35
C -0.41 0.51 0.10
C -0.15 1.24 1.39
C -1.41 1.24 -0.75
H -0.26 -2.63 -1.38
H -1.82 -1.93 -0.92
H -0.79 -1.14 -2.15
H -0.01 -1.48 0.82
H 2.59 0.68 0.62
H 2.08 -0.88 1.28
H 3.07 -0.81 -0.18
H -1.02 1.76 1.80
H 0.27 0.61 2.17
H 0.58 2.02 1.15
H -1.67 0.80 -1.71
H -1.33 2.35 -0.78
H -2.11 0.78 0.03
```

relative energy (zero: lowest compared OMol25 entry of this formula, charge and spin)	222.6	kJ/mol
spin multiplicity	1
energy	-7920.526	eV
orbital gap	9.3	eV
SMILES string	C[C@H]1N(C)C1(C)C

5.
Here is a single C4H6FP molecule at a distorted geometry from OMol25. Energies are from ωB97M-V/def2-TZVPD.

The geometry in XYZ format:
```
12
Properties=species:S:1:pos:R:3
H 2.48 -1.48 2.01
P 2.31 -0.55 0.99
C 0.79 -1.07 0.41
F 0.12 -2.16 1.01
C 0.07 -0.41 -0.63
C -0.44 0.95 -0.29
C -1.71 1.32 -0.26
H 0.97 -0.12 -1.38
H -0.55 -1.08 -1.15
H 0.44 1.53 -0.08
H -1.86 2.39 -0.11
H -2.62 0.70 -0.52
```

relative energy (zero: lowest compared OMol25 entry of this formula, charge and spin)	79.2	kJ/mol
spin multiplicity	1
energy	-16248.746	eV
orbital gap	9.3	eV
SMILES string	[H]/P=C(\F)CC=C

6.
Here is a molecular structure, C56H40F8O30 at a distorted geometry from OMol25. Energies are from ωB97M-V/def2-TZVPD.

The geometry in XYZ format:
```
134
Properties=species:S:1:pos:R:3
C 1.25 3.11 -4.41
C -0.17 2.91 -5.22
O -0.72 4.04 -5.75
O -0.84 1.60 -5.40
C -0.04 0.90 -6.42
C -0.54 -0.65 -6.73
O -1.36 -0.39 -7.96
C -2.73 -0.14 -7.40
O -3.67 0.59 -8.03
C -2.84 -0.87 -5.90
C -3.62 0.09 -4.83
C -5.28 0.00 -5.05
O -5.98 -1.14 -5.05
F -6.04 1.29 -5.22
C -1.33 -1.47 -5.50
C -0.79 -1.28 -3.96
C 0.84 -1.05 -3.82
O 1.27 0.11 -3.24
C 2.01 -2.10 -4.26
C 2.89 -1.67 -5.61
C 4.16 -2.58 -6.20
C 4.53 -3.97 -5.36
C 3.63 -4.40 -4.02
C 2.39 -3.48 -3.46
C -1.49 -3.04 -5.94
F -2.02 -3.22 -7.34
F -0.11 -3.66 -5.99
C -2.40 -3.98 -4.98
F -3.22 -3.31 -3.95
F -3.39 -4.71 -5.86
C -1.58 -5.19 -4.20
F -0.53 -4.71 -3.28
F -1.12 -6.28 -5.13
F -2.61 -5.86 -3.32
H 1.98 2.20 -4.65
H 1.10 3.07 -3.23
H 1.84 4.08 -4.68
H 1.09 0.83 -6.09
H -0.04 1.46 -7.46
H 0.36 -1.36 -7.00
H -3.67 -1.69 -6.14
H -3.37 1.24 -4.92
H -3.44 -0.28 -3.72
H -1.28 -0.35 -3.40
H -1.03 -2.20 -3.25
H 2.68 -0.67 -6.22
H 4.80 -2.25 -7.14
H 5.44 -4.66 -5.70
H 3.87 -5.41 -3.44
H 1.72 -3.74 -2.50
C -5.17 -2.68 1.90
C -4.19 -1.91 1.40
C -3.84 -1.95 -0.04
O -2.95 -1.23 -0.47
C -4.58 -2.88 -0.91
C -5.56 -3.65 -0.41
C -5.93 -3.59 1.03
O -6.84 -4.29 1.45
O -6.26 -4.52 -1.22
O -3.47 -1.06 2.22
H -5.44 -2.66 2.95
H -4.31 -2.91 -1.95
H -6.91 -4.96 -0.63
H -2.82 -0.62 1.62
C -2.50 -1.52 7.27
C -2.90 -1.71 6.01
C -3.83 -2.82 5.66
O -4.20 -2.96 4.50
C -4.28 -3.71 6.74
C -3.87 -3.52 7.99
C -2.96 -2.40 8.35
O -2.62 -2.24 9.52
O -4.28 -4.36 9.01
O -2.47 -0.89 4.99
H -1.82 -0.71 7.54
H -4.94 -4.53 6.47
H -3.85 -4.02 9.83
H -2.90 -1.23 4.17
C 2.53 2.67 5.06
C 2.13 2.48 3.80
C 1.20 1.37 3.45
O 0.83 1.23 2.29
C 0.75 0.47 4.53
C 1.16 0.66 5.79
C 2.07 1.79 6.14
O 2.42 1.95 7.31
O 0.75 -0.18 6.81
O 2.56 3.30 2.78
H 3.21 3.47 5.33
H 0.09 -0.34 4.26
H 1.18 0.17 7.62
H 2.13 2.96 1.97
C -2.31 6.47 2.35
C -1.56 6.03 1.34
C -1.38 4.57 1.08
O -0.70 4.20 0.14
C -2.03 3.62 2.00
C -2.78 4.06 3.02
C -2.98 5.52 3.25
O -3.69 5.89 4.18
O -3.39 3.18 3.89
O -0.93 6.91 0.48
H -2.46 7.52 2.54
H -1.87 2.57 1.82
H -3.87 3.74 4.53
H -0.45 6.35 -0.16
C 4.47 -2.07 -0.01
C 4.56 -1.29 1.07
C 4.12 -1.77 2.41
O 4.23 -1.04 3.39
C 3.55 -3.13 2.51
C 3.46 -3.91 1.43
C 3.92 -3.44 0.09
O 3.84 -4.18 -0.88
O 2.93 -5.18 1.51
O 5.06 -0.01 0.98
H 4.79 -1.74 -0.99
H 3.22 -3.46 3.48
H 2.97 -5.54 0.60
H 5.03 0.35 1.90
C 7.22 6.02 3.71
C 7.34 6.77 2.61
C 6.28 6.78 1.56
O 6.41 7.49 0.57
C 5.11 5.91 1.75
C 5.00 5.16 2.85
C 6.04 5.17 3.91
O 5.89 4.48 4.92
O 3.90 4.33 3.04
O 8.45 7.57 2.41
H 7.98 6.01 4.48
H 4.36 5.91 0.97
H 4.05 3.90 3.90
H 8.30 8.02 1.55
```

spin multiplicity	1
energy	-141858.250	eV
orbital gap	7.2	eV